Entry from OMol25: a molecular structure, C19H11N5PdS2 (ωB97M-V with the def2-TZVPD basis set).

```
38
Properties=species:S:1:pos:R:3:forces:R:3
Pd 0.24706 -0.64566 -0.47149 0.026 -0.209 0.324
S 2.50629 -0.77581 -0.05397 -0.229 0.058 -0.092
C 2.94383 0.82431 0.29538 -0.004 -0.001 -0.056
C 4.23181 1.11373 0.79825 0.070 -0.076 0.033
C 4.59969 2.40036 1.06644 0.262 0.208 0.065
C 5.92870 2.67454 1.55790 -0.151 0.022 0.015
N 6.98714 2.89335 1.94855 -0.108 -0.051 -0.052
C 3.68273 3.47602 0.84811 0.037 0.194 0.067
C 2.44249 3.22068 0.33371 0.010 0.001 -0.005
C 2.04632 1.89269 0.04011 0.012 0.013 -0.127
S 0.53478 1.60401 -0.67522 0.057 0.135 0.091
C 4.04747 4.83137 1.18290 0.010 -0.135 -0.036
N 4.31755 5.91502 1.45441 -0.030 -0.124 -0.044
H 4.93175 0.30712 0.97197 -0.032 -0.004 -0.008
H 1.74900 4.03458 0.16351 0.017 -0.051 -0.018
C -4.96032 2.00203 -0.35250 -0.007 -0.042 -0.016
C -3.65582 2.36671 -0.06373 0.116 0.015 0.020
C -2.63711 1.42405 -0.08561 -0.007 0.107 0.107
C -2.89661 0.09598 -0.40685 0.074 -0.107 -0.016
C -4.22297 -0.27440 -0.67663 0.133 -0.021 -0.066
C -5.23292 0.67184 -0.65072 -0.005 -0.038 0.010
N -1.83705 -0.84945 -0.41851 0.010 0.121 -0.271
N -2.24713 -2.09514 -0.54877 0.019 0.009 0.164
C -1.28427 -3.02584 -0.50146 0.018 0.002 -0.036
C -1.63671 -4.39210 -0.55034 -0.016 -0.037 -0.004
C -0.65992 -5.34612 -0.50179 -0.065 -0.031 -0.004
C 0.68674 -4.96031 -0.40161 0.004 -0.050 0.004
C 0.97730 -3.62467 -0.35640 -0.062 0.087 0.003
N 0.02899 -2.66894 -0.40532 -0.067 0.084 -0.063
H -5.75406 2.73849 -0.34036 0.026 -0.033 0.008
H -3.41820 3.39366 0.18978 -0.017 -0.054 -0.009
H -1.63601 1.72628 0.18140 -0.130 -0.014 0.038
H -4.43845 -1.30405 -0.90835 -0.032 -0.052 -0.017
H -6.25078 0.36392 -0.86300 0.068 0.007 -0.006
H -2.68668 -4.63515 -0.62253 0.015 -0.021 -0.004
H -0.92207 -6.39577 -0.53833 -0.009 0.019 0.001
H 1.48584 -5.68659 -0.36136 -0.031 0.027 0.000
H 2.00159 -3.29075 -0.27761 0.017 0.042 0.002
```
Forces are in eV/Å.

## Properties
* 2S+1: 3
* ⟨S²⟩: 2.04
* orbital gap (spin up / spin down): 6.14 / 5.12 eV
* F_max: 0.39 eV/Å

Entry from OMol25: a molecular structure, C19H12BrF5MoS (ωB97M-V with the def2-TZVPD basis set).

```
39
Properties=species:S:1:pos:R:3:forces:R:3
Mo 0.09540 0.41531 0.91826 -0.070 0.210 0.448
C -2.57647 -1.90495 0.30879 0.023 0.027 0.004
C -2.00922 -0.81840 1.16601 -0.134 -0.010 -0.138
C -2.28778 0.53952 0.89884 0.033 -0.018 -0.030
C -1.84619 1.59398 1.73322 -0.011 0.044 -0.173
C -1.07378 1.28855 2.84904 0.021 -0.271 0.113
C -0.72722 -0.06310 3.10102 0.008 0.264 -0.019
C -1.16709 -1.10169 2.25548 0.094 -0.121 -0.064
H -1.91933 -2.77146 0.26895 0.011 0.007 -0.004
H -2.77986 -1.54976 -0.69994 0.010 -0.006 0.004
H -3.52698 -2.22716 0.74201 -0.002 0.011 0.018
H -2.87605 0.78536 0.02896 0.005 -0.002 -0.043
H -2.11296 2.61665 1.50594 -0.011 0.010 0.009
H -0.70455 2.07945 3.48873 0.016 -0.027 0.036
H -0.10466 -0.30046 3.95182 0.004 0.011 0.013
H -0.89557 -2.12573 2.47345 -0.004 -0.008 0.005
Br 6.14651 0.78267 2.56780 0.025 0.024 -0.006
C 4.34315 0.45171 2.29118 0.088 0.047 -0.005
C 3.57904 1.36980 1.58617 -0.032 0.000 -0.013
C 2.24549 1.04064 1.39043 0.078 -0.036 0.031
C 1.69673 -0.13228 1.90403 0.023 -0.123 -0.281
C 2.46675 -1.04308 2.64207 0.067 0.139 0.149
C 3.79554 -0.74815 2.80619 -0.107 -0.076 0.025
H 4.00955 2.27970 1.19410 0.014 -0.006 0.007
H 1.63245 1.79498 0.82845 -0.018 0.009 -0.010
H 2.04829 -1.95818 3.03894 -0.008 -0.008 -0.007
H 4.45084 -1.43173 3.32933 -0.020 -0.012 0.002
F -1.91078 -0.12845 -6.53589 -0.001 0.000 0.002
C -1.39177 -0.02254 -5.34060 -0.074 0.021 -0.011
C -0.06292 -0.36644 -5.13064 0.034 -0.005 0.002
F 0.67449 -0.79816 -6.13132 0.000 0.000 0.005
C 0.47504 -0.25145 -3.86314 0.059 -0.038 -0.012
F 1.74103 -0.57788 -3.67126 -0.006 -0.002 0.003
C -0.29942 0.19894 -2.78723 -0.026 -0.018 0.159
S 0.51880 0.34383 -1.25646 -0.113 -0.081 -0.247
C -1.62880 0.54348 -3.03265 -0.065 0.061 0.074
F -2.39366 0.99707 -2.03711 0.031 0.009 0.036
C -2.18196 0.43676 -4.28662 0.065 -0.035 -0.095
F -3.44208 0.76263 -4.49634 -0.008 0.006 0.012
```
Forces are in eV/Å.

## Properties
* 2S+1: 1
* orbital gap (spin up / spin down): 5.90 / 5.90 eV
* F_max: 0.50 eV/Å
* energy above the lowest of the compared OMol25 structures with the same formula, charge and spin: 1.0 kcal per mole
* net charge: +2

Entry from OMol25: a molecular structure, C19H12Cl3N6O3PtS2 (ωB97M-V with the def2-TZVPD basis set).

```
46
Properties=species:S:1:pos:R:3:forces:R:3
Pt -0.86738 -0.20728 -0.31645 -0.050 -0.034 0.051
C -0.43952 1.84769 2.25872 0.053 0.008 0.018
C -1.60118 0.91518 2.36366 -0.010 -0.120 -0.097
C -2.47424 1.05238 3.47393 0.071 0.085 0.001
C -3.50227 0.19389 3.66708 -0.088 -0.060 0.037
C -3.64543 -0.92190 2.81130 0.055 -0.020 -0.071
C -4.60070 -1.93763 3.03168 -0.010 0.081 0.053
C -4.59736 -3.04642 2.23261 -0.038 -0.069 -0.047
C -3.64762 -3.19505 1.21200 0.033 0.000 -0.016
C -2.71081 -2.21455 0.95057 -0.008 0.080 -0.032
S -1.45665 -2.40558 -0.23896 0.004 0.067 0.029
C -2.74384 -1.03296 1.73748 0.038 0.031 0.042
N -1.80352 -0.04382 1.47139 -0.037 -0.024 0.053
H -0.13944 2.13610 3.26779 0.001 -0.022 -0.011
H -0.71121 2.75270 1.71682 -0.014 0.029 0.041
H 0.41167 1.39171 1.74604 -0.003 -0.009 0.058
H -2.29018 1.87093 4.15618 -0.005 0.005 -0.005
H -4.18504 0.31644 4.49982 -0.001 -0.005 0.004
H -5.30774 -1.82818 3.84442 0.002 0.000 0.005
H -5.32357 -3.83315 2.39568 0.005 -0.008 0.004
H -3.63135 -4.09957 0.61734 0.007 -0.006 0.005
S -0.80709 2.17806 -0.87155 0.078 -0.009 -0.123
C 0.52807 2.26677 -1.94091 -0.089 -0.089 -0.125
N 0.13823 3.06831 -3.25073 -0.243 0.043 0.286
C 0.89426 2.97990 -4.22264 0.123 0.265 -0.529
C 3.03959 1.19582 -5.37260 -0.218 0.084 0.062
C 3.81016 2.38997 -3.42503 0.099 -0.051 0.099
N 1.62875 1.71529 -1.96519 0.035 0.030 0.063
H -0.81811 3.41617 -3.19937 -0.001 -0.039 0.074
H 0.70675 3.34428 -5.22737 -0.065 0.042 0.025
H 2.49256 1.86400 -6.04643 0.058 0.007 -0.055
H 4.66261 1.77781 -3.67658 0.000 -0.019 0.043
Cl 1.98693 -0.38362 -5.48290 0.020 -0.071 -0.028
C 1.28652 0.17792 -3.94320 0.003 0.008 -0.250
Cl 3.94073 3.29498 -1.98368 0.003 0.031 -0.109
Cl 2.38315 1.52389 -3.73862 0.168 -0.296 0.401
C 0.58241 -0.87858 -3.12957 0.093 -0.108 0.107
O 0.44205 -1.96116 -3.67916 -0.059 0.037 -0.006
O 0.17130 -0.43927 -2.02363 0.045 0.041 -0.015
O 2.20336 0.61731 0.89096 0.030 -0.027 0.011
N 2.74766 -0.37278 1.42737 -0.025 0.021 -0.029
C 3.57004 -1.10031 0.65441 -0.013 -0.021 0.025
C 3.82760 -0.78420 -0.71100 -0.019 0.071 -0.011
N 4.05577 -0.52860 -1.81296 -0.028 0.029 -0.040
C 4.21345 -2.22362 1.24258 -0.005 0.010 -0.005
N 4.75222 -3.13370 1.70442 0.004 0.002 0.007
```
Forces are in eV/Å.

## Properties
* 2S+1: 1
* orbital gap: 5.63 eV
* F_max: 0.60 eV/Å
* energy above the lowest of the compared OMol25 structures with the same formula, charge and spin: 436.2 kcal per mole
* net charge: -1

Entry from OMol25: C19H12FN5O in the gas phase at a distorted geometry (ωB97M-V with the def2-TZVPD basis set).

```
38
Properties=species:S:1:pos:R:3:forces:R:3
N 5.50524 1.08865 -0.29950 -1.148 -1.313 2.814
F 2.45409 2.35555 1.06792 -0.631 -0.764 -0.681
C 5.07601 0.64307 0.70104 1.348 1.952 -3.955
N 5.34615 -0.08266 2.89101 0.806 0.199 -0.174
N -2.56104 0.42894 -0.35955 1.970 0.191 -1.557
N 3.60848 -0.86716 4.21943 -1.113 -0.791 0.365
O -0.79107 0.49239 -1.99156 -1.223 0.072 0.164
C -2.86386 0.27836 -4.17411 -0.972 -0.312 -0.037
C -4.13705 0.10851 -4.69704 1.716 0.330 1.091
C 4.87731 -0.59511 4.00769 0.009 0.454 -0.124
C -3.87424 0.43290 -0.11167 -1.437 -0.543 -2.012
C 4.48821 0.13501 1.88066 0.200 -1.086 1.585
C -2.11880 0.40092 -1.63870 -2.018 0.042 0.701
C 2.74769 -0.73765 3.21938 -0.364 0.752 -0.192
C 0.47391 -0.97550 -0.57784 -0.129 0.373 -0.207
C 0.83293 1.41304 -0.49592 0.169 0.259 0.508
C 1.50220 -1.11637 0.34529 -0.423 0.530 -0.491
C -4.84048 0.33162 -1.13320 0.253 -0.082 1.064
C 1.83610 1.28882 0.49490 -1.047 -1.337 -1.074
C 0.12390 0.30513 -1.01167 2.213 0.305 1.737
C -3.02626 0.29861 -2.72822 1.785 0.341 -0.313
C 3.15885 -0.22379 1.96462 -0.430 -0.077 0.475
C 2.16955 -0.01424 0.88667 0.335 0.397 0.293
C -4.37622 0.21728 -2.44557 -0.617 -0.077 0.148
N -5.04488 0.04733 -3.63291 0.522 0.240 -0.718
C 1.28853 -1.06434 3.47754 0.214 0.797 1.477
H -1.94054 0.37448 -4.74877 -0.451 -0.113 0.340
H -4.34511 0.05917 -5.75968 -0.598 -0.098 0.408
H 5.53511 -0.76798 4.86431 0.101 0.137 -0.508
H -4.24692 0.43377 0.90398 0.449 0.180 0.180
H -0.06517 -1.82599 -0.98791 0.196 0.051 0.130
H 0.57504 2.40039 -0.83709 -0.130 0.222 -0.115
H 1.79495 -2.10872 0.63852 0.109 -0.172 0.210
H -5.90263 0.31602 -0.88550 0.313 -0.017 -0.067
H -6.03476 0.00290 -3.72923 -0.376 -0.010 -0.028
H 1.06355 -0.99915 4.58590 0.435 -0.166 -1.294
H 1.12106 -2.06751 3.14830 -0.347 -0.748 -0.145
H 0.59017 -0.40669 2.94848 0.309 -0.121 0.002
```
Forces are in eV/Å.

## Properties
* 2S+1: 1
* SMILES string: Cc1ncnc(C#N)c1-c1ccc(Oc2nccc3[nH]ccc23)cc1F
* orbital gap: 8.09 eV
* F_max: 4.61 eV/Å
* energy above the lowest of the compared OMol25 structures with the same formula, charge and spin: 0.0 kcal per mole

Entry from OMol25: a molecular structure, C19H12N3O4RuS5 (ωB97M-V with the def2-TZVPD basis set).

```
44
Properties=species:S:1:pos:R:3:forces:R:3
Ru 0.15781 0.29422 -0.04313 -0.383 -0.211 -0.487
N 0.27449 -0.75303 1.82062 -0.361 -0.159 -0.294
C 0.15982 -2.19496 1.72024 0.135 0.243 0.462
C 0.20102 -2.99165 2.83121 -0.042 0.000 -0.060
C 0.10662 -4.39165 2.71134 -0.012 0.004 -0.053
C -0.02921 -4.96229 1.47791 0.003 -0.010 0.084
C -0.07131 -4.15565 0.32050 -0.018 -0.118 -0.144
C -0.23837 -4.69611 -0.97875 -0.004 0.146 0.008
C -0.29767 -3.84980 -2.04389 -0.026 -0.013 0.067
C -0.17297 -2.46277 -1.82041 0.123 0.141 -0.373
N 0.00093 -1.92671 -0.64218 0.391 0.338 0.240
C 0.04090 -2.75545 0.44010 -0.172 -0.310 0.020
H 1.20546 -0.51383 2.16082 0.095 0.124 -0.034
H -0.39402 -0.36631 2.48132 -0.129 -0.060 0.049
H 0.30462 -2.53843 3.80943 -0.004 0.008 0.000
H 0.13717 -5.00716 3.59975 0.003 0.009 0.001
H -0.11298 -6.03630 1.37127 0.003 0.001 -0.010
H -0.32618 -5.76782 -1.10420 0.011 -0.007 0.006
H -0.43052 -4.20606 -3.05517 -0.005 -0.018 0.008
H -0.20254 -1.78385 -2.66570 0.036 -0.018 0.069
S 2.16535 5.03086 4.98695 0.001 0.003 -0.009
C 1.71282 3.99511 3.80621 0.005 -0.030 -0.034
S 2.83270 3.05373 2.86976 0.003 -0.001 0.057
C 1.66065 2.22186 1.87408 0.011 0.188 0.190
C 0.36916 2.53626 2.09939 0.142 -0.018 0.331
S -0.93095 1.83548 1.20109 0.200 0.322 -0.572
S 0.06216 3.71190 3.35497 -0.006 0.014 0.061
S 2.18830 1.12504 0.64526 0.127 -0.236 -0.214
O -1.91664 0.37741 -1.13039 0.138 -0.778 0.606
C -2.11192 0.34978 -2.33657 0.078 0.525 -0.265
C -1.12754 0.51770 -3.38013 0.128 -0.108 0.151
C -1.59510 0.48831 -4.69763 -0.026 -0.028 -0.122
C -0.72729 0.63585 -5.74746 -0.059 0.012 0.202
C 0.64340 0.82082 -5.51962 0.069 -0.002 0.009
C 1.12296 0.85879 -4.24187 0.038 0.049 -0.015
C 0.26733 0.71992 -3.11183 -0.174 -0.029 -0.084
O 0.79935 0.76793 -1.94624 -0.286 0.038 0.209
N -1.23363 0.59333 -7.10870 -0.117 -0.092 -0.261
O -2.42717 0.39975 -7.26980 0.128 0.050 0.046
O -0.43482 0.74023 -8.01674 -0.057 0.011 0.117
H -3.15120 0.24429 -2.69154 0.013 -0.003 0.029
H -2.64961 0.34653 -4.89730 -0.001 -0.001 0.001
H 1.30369 0.92815 -6.36829 0.007 0.007 0.004
H 2.17683 0.99990 -4.04473 -0.003 0.015 0.004
```
Forces are in eV/Å.

## Properties
* 2S+1: 2
* ⟨S²⟩: 0.76
* orbital gap (spin up / spin down): 5.82 / 5.94 eV
* F_max: 1.00 eV/Å
* energy above the lowest of the compared OMol25 structures with the same formula, charge and spin: 29.6 kcal per mole

Entry from OMol25: a molecular structure, C19H13CaF6N2O9S3 at a distorted geometry (ωB97M-V with the def2-TZVPD basis set).

```
53
Properties=species:S:1:pos:R:3:forces:R:3
C -3.96093 0.02864 7.47016 0.083 -0.416 -1.171
C -4.15433 -1.00326 6.83330 1.355 0.071 -0.368
C -4.03642 -2.22488 5.83269 -0.694 1.720 -0.393
C -3.07938 -1.84898 4.60518 2.193 1.139 -2.038
C -3.06887 -2.60049 3.31123 1.932 2.154 -0.245
C -2.13683 -2.16743 2.12744 0.194 1.534 2.463
C -1.19489 -0.97960 2.21209 -2.360 -1.429 2.542
C -1.23817 -0.23516 3.55089 -1.366 -1.720 -1.027
C -2.13404 -0.65250 4.69018 0.333 -0.885 -2.514
S -0.12753 1.23764 3.63407 -0.973 -0.466 -0.926
C -0.34876 1.93415 1.93129 -0.584 -0.588 -2.268
C -0.45298 3.41660 1.67473 -0.307 -2.122 -2.598
C -0.67362 3.90052 0.26725 0.215 -2.497 1.118
C -0.79307 5.45978 0.03235 0.483 -1.663 -1.109
O -1.91258 6.08324 0.69987 2.185 1.107 0.193
O -2.98722 5.23595 0.77896 -1.824 -1.283 0.510
C -0.79462 2.88743 -0.85940 0.485 -0.989 2.401
C -0.66456 1.41772 -0.62307 0.228 1.076 3.305
C -0.44478 0.88656 0.83562 -0.142 3.718 -1.376
N -0.32448 -0.56950 1.13525 -2.047 1.652 0.831
H -3.68778 1.06368 7.81997 -0.740 -1.948 -0.283
H -5.07370 -2.33255 5.36729 1.329 -0.221 0.763
H -3.72680 -3.17900 6.34656 -0.328 1.158 -0.496
H -3.77929 -3.50554 3.15924 1.163 1.437 0.575
H -2.11784 -2.75337 1.11858 1.659 1.862 2.162
H -2.07735 0.00715 5.61263 -0.265 -1.155 -1.326
H -0.37009 4.15869 2.52246 -0.110 -1.093 -1.071
H 0.14427 5.96972 0.41692 -1.281 -0.438 -0.443
H -0.88317 5.59905 -1.10054 0.129 0.030 1.495
H -3.13500 5.11642 1.74666 0.400 0.111 -0.881
H -0.98843 3.23078 -1.92011 0.353 -0.381 1.507
H -0.71686 0.63281 -1.44049 0.065 1.385 0.984
H -0.50537 -1.12237 0.28510 0.312 0.381 0.522
Ca -3.72210 -3.66740 0.80463 -2.036 -1.209 -0.857
C 2.02694 -0.91214 -2.03252 -0.688 -1.507 0.432
F 1.81698 -0.41279 -0.79854 0.302 0.211 -0.492
F 2.54596 -2.14504 -1.86363 0.034 0.575 -0.106
F 0.80184 -1.10115 -2.58275 0.255 0.328 0.057
S 3.09468 0.16023 -3.05757 0.316 0.964 0.802
O 4.34361 0.21879 -2.33693 -0.422 -0.375 -0.358
O 2.37487 1.41156 -3.13738 -0.062 -0.629 -0.185
N 3.07657 -0.74438 -4.35882 0.353 0.837 0.186
S 3.91632 -0.14188 -5.56308 0.884 0.785 -1.045
O 5.35087 -0.12982 -5.39946 -0.589 -0.325 0.228
O 3.36456 1.03126 -6.20109 -0.192 -0.557 0.384
C 3.60224 -1.49536 -6.75193 -0.591 -1.620 -0.718
F 2.28475 -1.65517 -7.00942 0.352 0.354 0.192
F 4.03819 -2.68993 -6.29579 0.026 0.635 -0.035
F 4.20291 -1.29496 -7.93981 -0.021 0.383 0.583
C 4.60232 -4.90042 -3.93433 0.238 -0.225 -0.460
O 5.06366 -5.34007 -4.98078 0.018 -0.019 -0.065
O 4.50431 -5.53945 -2.86320 -0.104 -0.075 0.394
O 4.15599 -3.74379 -3.77193 -0.143 0.225 0.224
```
Forces are in eV/Å.

## Properties
* 2S+1: 1
* orbital gap: 1.52 eV
* F_max: 3.97 eV/Å
* net charge: -1